Below is a cluster of 10 separate species, H20O10 in total, with properties calculated with wB97M-V/def2-TZVPD.

Properties
2S+1: 2
Kohn-Sham gap (alpha / beta): 11.12 / 3.02 eV
<S²>: 0.757
charge: +1

Cartesian coordinates (Å):
O 0.544 3.450 0.434
H 0.220 2.553 0.346
H 1.434 3.419 0.084
O -1.530 -2.794 0.099
H -0.575 -2.737 0.072
H -1.716 -3.371 0.840
O 0.739 2.392 -3.244
H 0.270 1.769 -2.689
H 0.540 2.114 -4.138
O 0.427 -0.378 2.723
H 1.308 -0.407 3.096
H -0.155 -0.499 3.473
O -0.729 2.160 2.450
H -0.352 3.037 2.376
H -0.029 1.573 2.163
O -2.767 1.586 0.120
H -2.953 2.354 0.660
H -2.043 1.148 0.567
O -0.109 0.501 0.034
H -0.304 -0.058 -0.717
H 0.155 -0.107 0.725
O -0.457 -0.458 -2.844
H 0.191 -1.017 -2.414
H -0.608 -0.875 -3.692
O 1.307 -2.187 -1.458
H 2.264 -2.156 -1.460
H 1.098 -3.122 -1.456
O 1.229 -3.017 1.275
H 0.800 -2.387 1.854
H 1.800 -2.484 0.722